Entry 1:
{"formula": "C16H28BNO32S6", "method": "ωB97M-V/def2-TZVPD", "e_homo_ha": -0.303, "lumo_energy_ev": -1.66, "spin_multiplicity": 1, "homo_lumo_gap_ev": 6.58, "total_charge": 0, "symbols": ["S", "S", "S", "S", "S", "S", "O", "O", "O", "O", "O", "O", "O", "O", "O", "O", "O", "O", "O", "O", "O", "O", "O", "O", "O", "O", "O", "O", "O", "O", "O", "O", "O", "O", "O", "O", "O", "O", "N", "C", "C", "C", "C", "C", "C", "C", "C", "C", "C", "C", "C", "C", "C", "C", "C", "B", "H", "H", "H", "H", "H", "H", "H", "H", "H", "H", "H", "H", "H", "H", "H", "H", "H", "H", "H", "H", "H", "H", "H", "H", "H", "H", "H", "H"], "coordinates": [[2.876048, 7.156357, 2.096068], [-4.718672, 4.374457, 0.096078], [2.898288, -0.595863, 6.242478], [3.080828, 2.266157, -5.670312], [2.676618, -4.509133, -0.978032], [-3.652822, -2.958193, -3.763232], [3.977208, -1.813553, 5.899018], [2.920038, 1.366157, -7.086302], [4.089188, -4.427273, -1.938542], [1.751678, 7.334947, 3.015948], [2.850618, -3.803703, 0.335348], [2.063898, -3.347713, -2.062632], [-3.970792, -6.203603, 3.549998], [3.229928, 5.739737, 1.813818], [1.827468, 2.980457, -5.374322], [-2.202432, -4.730293, 4.127198], [-5.474042, 5.230197, -1.072922], [-2.929842, -2.921453, 2.964358], [-4.902192, 5.742167, 1.060998], [-0.480342, -8.696623, 5.395488], [-3.338162, 4.039057, -0.269292], [-5.228032, -4.756033, 2.398258], [-2.412832, -7.789963, 7.612768], [4.056488, 3.330857, -6.508472], [2.591158, -1.220903, 7.762048], [2.733058, 8.069507, 0.765398], [-3.016192, -6.338343, 5.857838], [-3.073142, -4.061493, -3.010272], [4.240508, 7.978527, 2.579578], [-1.744152, -7.160553, 4.191208], [3.540478, 0.682757, 6.426398], [-3.580642, -3.325703, -5.403202], [3.704898, 1.570297, -4.564262], [2.046778, -5.855313, -1.037542], [-5.510292, 3.297447, 0.661438], [1.749158, -0.693383, 5.304658], [-5.309362, -3.024713, -3.811752], [-3.134482, -1.588743, -3.435512], [0.579008, 0.414397, 0.424388], [3.205558, 9.425617, 1.010468], [3.939118, -3.774153, -3.271752], [-1.439582, -7.877463, 5.272418], [-3.073992, -4.079703, 3.348768], [4.397898, 9.099387, 1.874138], [4.012838, 3.201577, -7.935592], [-5.978592, 6.596167, 0.728638], [-6.410162, 6.159047, -0.621932], [-4.849642, -3.936073, -5.785812], [-4.186332, -5.063253, 2.979058], [-2.356672, -7.311073, 6.439738], [3.801948, 1.648327, -8.062842], [3.086168, -2.478933, 8.089298], [2.405168, -3.561273, -3.398202], [-5.768362, -4.038273, -4.626092], [4.075008, -2.869873, 6.956338], [-2.763432, -6.114163, 4.436218], [4.734368, 1.110647, -7.890822], [-5.674502, -5.006523, -4.134382], [2.132438, -3.005573, 8.055098], [4.564128, -2.891343, -3.406322], [2.438878, 9.934267, 1.594918], [3.929468, -3.849983, 6.502148], [-5.696252, 7.648747, 0.707248], [5.348128, 8.933737, 1.366468], [-4.696862, -4.913083, -6.244302], [5.077608, -2.916953, 7.381398], [1.839898, -4.398813, -3.807002], [-0.211162, -0.189303, 0.601238], [-6.390092, 7.054327, -1.243352], [3.421998, -2.596453, 9.119588], [1.161288, 0.514997, 1.243488], [-6.775122, -3.681093, -4.842792], [3.452298, 1.212627, -8.998782], [2.279088, -2.653493, -3.988222], [-5.154132, -3.353903, -6.655572], [3.235318, 3.814667, -8.391322], [-6.665452, 6.491077, 1.568448], [4.870538, 3.610407, -8.469702], [3.284028, 9.837697, 0.004418], [-7.401022, 5.721747, -0.499242], [4.448268, 9.928127, 2.580368], [4.194308, -4.502713, -4.041292], [1.082978, 0.016847, -0.355402], [0.267718, 1.352507, 0.216638]], "forces_ev_per_angstrom": [[-0.193, -2.495, 0.862], [-0.469, 0.938, 0.921], [-0.622, -1.819, 0.142], [-1.507, 2.004, -1.772], [0.668, 1.080, -0.571], [1.084, 0.949, 0.179], [-0.685, 0.221, 1.027], [-2.733, -0.922, 4.176], [-0.397, -0.372, 0.577], [2.233, 0.440, -1.766], [-0.474, -2.185, -4.234], [-2.056, -0.344, 2.682], [1.165, -1.044, 1.109], [-0.591, 4.037, 0.073], [2.577, -1.928, -0.862], [-1.171, -0.597, 0.092], [1.216, -2.127, -1.253], [-0.512, -2.141, 0.647], [2.391, -1.731, 0.556], [-4.006, 2.999, -0.714], [-2.888, 1.597, 0.576], [2.229, -0.533, 0.581], [-0.079, 2.532, -4.630], [0.180, -0.120, 1.548], [-0.112, 3.578, -1.299], [-0.870, -1.385, 0.306], [-1.386, 0.892, 1.566], [-1.280, 1.571, -1.317], [-2.925, -4.088, 1.637], [0.356, -0.706, -0.377], [-0.654, -1.634, -0.387], [-0.314, 0.101, 2.152], [-0.196, 0.799, -2.218], [1.856, 4.041, -0.118], [0.807, 1.797, -1.058], [2.916, 0.094, 2.620], [2.354, 2.260, 2.923], [-2.154, -3.931, -1.559], [-0.059, 0.240, 0.012], [-1.035, -1.849, 0.012], [-1.303, -2.054, 0.328], [3.351, -1.536, 0.871], [1.739, 1.684, -0.533], [2.170, 3.952, -0.861], [-0.540, -1.305, -0.775], [0.623, 0.139, 1.697], [-1.502, 0.315, 0.186], [1.162, -0.440, -2.899], [-3.346, 1.704, -0.797], [0.635, -2.853, 2.377], [2.280, 1.316, -1.613], [-1.652, -1.558, -1.471], [1.708, 0.094, 0.172], [-0.221, 0.136, -0.117], [0.112, 0.721, 0.123], [1.126, -0.292, -0.271], [0.439, 0.251, 0.203], [-0.429, -0.017, 0.030], [0.455, -1.256, -0.072], [-0.199, 0.037, 0.729], [-0.009, 0.186, -0.128], [-0.578, 0.305, -0.149], [0.702, -0.151, 0.184], [-0.052, 0.785, -0.571], [0.575, -0.211, 0.389], [0.199, 0.635, -0.408], [0.258, -0.042, -0.151], [-0.572, -0.301, 0.415], [-0.195, -0.609, -0.586], [0.594, 0.731, -0.222], [0.418, -0.468, 0.523], [-0.137, -0.859, -0.211], [-0.474, 0.664, -0.097], [-0.605, 0.012, 0.284], [-0.575, 0.467, 0.452], [-0.780, -0.348, 0.520], [-0.568, -0.091, -0.458], [0.745, -0.442, 0.917], [0.597, 0.207, 0.397], [-0.065, -0.103, -0.765], [0.661, 0.179, 0.018], [0.508, -0.144, 0.293], [0.494, -0.068, -0.344], [-0.411, 0.410, -0.451]], "lowdin_charge": [0.7460, 0.7555, 0.7455, 0.7692, 0.8376, 0.7757, -0.2265, -0.2049, -0.2454, -0.2496, -0.2749, -0.2573, 0.2363, -0.2692, -0.2558, 0.1987, -0.1950, 0.0906, -0.2127, 0.0629, -0.2512, 0.1079, 0.0692, -0.2171, -0.2211, -0.2212, 0.2222, -0.2464, -0.1648, 0.1999, -0.2460, -0.2064, -0.2416, -0.2436, -0.2350, -0.2763, -0.2020, -0.2771, 0.3633, -0.1141, -0.1187, -0.3087, -0.3688, -0.2784, -0.1385, -0.1977, -0.2038, -0.1810, -0.4035, -0.3192, -0.2294, -0.1867, -0.2031, -0.2106, -0.0954, -0.7868, 0.1261, 0.1404, 0.1290, 0.1240, 0.1301, 0.1273, 0.1287, 0.1420, 0.1285, 0.1174, 0.1320, 0.1633, 0.1393, 0.1326, 0.1599, 0.1496, 0.1385, 0.1305, 0.1292, 0.1246, 0.1346, 0.1282, 0.1425, 0.1373, 0.1367, 0.1201, 0.1555, 0.1574]}

Entry 2:
{"formula": "C6H11NO", "method": "ωB97M-V/def2-TZVPD", "e_homo_ha": -0.297, "lumo_energy_ev": -0.30, "spin_multiplicity": 1, "homo_lumo_gap_ev": 7.78, "smiles": "C=C[C@@H](C)N(C)C=O", "total_charge": 0, "symbols": ["O", "N", "C", "C", "C", "C", "C", "C", "H", "H", "H", "H", "H", "H", "H", "H", "H", "H", "H"], "coordinates": [[2.207028, 0.823585, 1.067553], [0.224847, 1.200693, -0.194424], [-1.751151, -0.219399, -0.828654], [-0.422411, 1.621396, 1.041785], [0.893727, -1.218576, -0.441665], [0.744198, -1.954285, 0.667559], [-0.303681, 0.165009, -0.926713], [1.673595, 0.655638, -0.020449], [0.829278, -3.037425, 0.667721], [-2.356124, 0.598378, -1.236912], [-0.651435, 0.787947, 1.714155], [0.619188, -1.477223, 1.635413], [2.204831, 0.716679, -0.982963], [0.251042, 2.291870, 1.572198], [-2.063202, -0.389333, 0.201288], [0.079380, 0.157104, -1.948813], [-1.351737, 2.139898, 0.798922], [-1.949850, -1.115589, -1.416715], [1.122479, -1.746366, -1.369286]], "forces_ev_per_angstrom": [[-0.471, -0.947, -1.427], [1.904, 1.133, 0.680], [0.079, -0.013, 0.120], [0.164, -0.377, -0.129], [-2.704, -0.700, -1.026], [0.303, 0.319, -0.088], [2.006, -2.639, 0.116], [-1.128, 3.711, 1.697], [0.425, 0.065, 0.071], [0.081, -0.043, 0.012], [-0.029, -0.012, 0.094], [-0.406, -0.043, -0.024], [-0.098, -0.675, 0.053], [-0.083, 0.015, -0.096], [0.029, -0.013, -0.053], [-0.317, 0.227, -0.161], [0.090, 0.033, 0.046], [0.041, 0.056, 0.055], [0.113, -0.099, 0.060]], "lowdin_charge": [0.0274, -0.1541, -0.0503, -0.0824, -0.1254, 0.0163, -0.2839, -0.3224, 0.0596, 0.0920, 0.0781, 0.0682, 0.1449, 0.0850, 0.0776, 0.1203, 0.0850, 0.0841, 0.0800]}